1.
This record from the Open Molecules 2025 dataset describes C5H6OS2 in the gas phase in a non-equilibrium geometry. The level of theory is ωB97M-V with the def2-TZVPD basis set.

Values from the calculation:
Gap between HOMO and LUMO: 8.42 eV
DFT total energy: -1065.5956 Eh
Net charge: 0
SMILES string: C=CO/C=C/C(=S)S
F_max: 4.39 eV Å⁻¹

Each line ends with the Löwdin charge.
CARTESIAN COORDINATES (ANGSTROEM)
C 0.9755 -2.0907 1.1875  -0.01
C 0.5968 -2.2340 -0.0564  -0.26
O 0.6935 -1.1947 -0.9737  -0.04
C -0.0668 -0.1392 -0.5786  -0.23
C -0.1672 0.9991 -1.2080  -0.16
C -0.5869 2.2404 -0.3877  -1.21
S -0.0982 3.7376 -0.8323  0.63
S -1.6647 1.8254 0.9184  0.75
H 1.2521 -3.0322 1.8395  0.10
H 1.3628 -1.0414 1.6041  0.12
H -0.0305 -3.2535 -0.5707  0.20
H -0.7917 -0.2812 0.1506  0.06
H 0.4364 1.2503 -2.1099  0.12
H -1.9110 3.2140 1.0171  -0.07

---

2.
This record from the Open Molecules 2025 dataset describes C12H16N6O3 in the gas phase in a non-equilibrium geometry. The level of theory is ωB97M-V with the def2-TZVPD basis set.

Values from the calculation:
Gap between HOMO and LUMO: 8.61 eV
DFT total energy: -1021.1863 Eh
Net charge: 0
SMILES string: N[C@@H](Cc1c[nH]cn1)C(=O)N[C@@H](Cc1c[nH]cn1)C(=O)O
F_max: 2.42 eV Å⁻¹

Each line ends with the Löwdin charge.
CARTESIAN COORDINATES (ANGSTROEM)
N 2.1904 3.1374 -1.0207  0.07
C 1.7353 1.7613 -1.1219  -0.33
C 2.7996 0.8371 -1.7651  -0.10
C 2.2763 -0.5636 -1.9228  -0.34
C 2.2253 -1.5293 -0.9669  -0.08
N 1.5997 -2.5971 -1.5674  0.05
C 1.2990 -2.2464 -2.8261  -0.20
N 1.6705 -0.9960 -3.0542  0.09
C 1.4177 1.2994 0.2775  -0.51
O 2.2680 1.2141 1.1398  0.06
N 0.1617 0.8948 0.4694  0.14
C -0.2680 0.4878 1.8511  -0.17
C -1.6972 0.8978 2.1733  -0.09
C -2.7225 0.3511 1.1994  -0.28
C -3.8188 -0.4210 1.5144  -0.06
N -4.4304 -0.7593 0.3564  0.06
C -3.6929 -0.2067 -0.6337  -0.18
N -2.6545 0.4521 -0.1640  0.10
C -0.1680 -1.0496 2.0350  -0.45
O 0.1150 -1.9132 1.2137  0.08
O -0.5306 -1.4191 3.2631  0.11
H 2.8641 3.1262 -0.2940  0.06
H 2.6615 3.3802 -1.8673  0.06
H 0.8248 1.6837 -1.7602  0.15
H 3.0748 1.3690 -2.7168  0.13
H 3.7564 0.7404 -1.2100  0.13
H 2.5957 -1.5695 0.1034  0.15
H 1.3751 -3.4331 -1.0366  0.15
H 0.7325 -2.8797 -3.5170  0.12
H -0.5363 0.9937 -0.3269  0.15
H 0.4473 0.9709 2.5753  0.17
H -1.9581 0.5952 3.2059  0.13
H -1.7324 1.9824 2.1229  0.12
H -4.2888 -0.6661 2.4584  0.12
H -5.2788 -1.2194 0.1957  0.13
H -3.8557 -0.3229 -1.7021  0.13
H -0.4575 -2.3828 3.3190  0.13

---

3.
This record from the Open Molecules 2025 dataset describes a molecular structure, C25H29AlN6O6S2Si. The level of theory is ωB97M-V with the def2-TZVPD basis set.

Values from the calculation:
Gap between HOMO and LUMO: 8.00 eV
DFT total energy: -3078.5292 Eh
Net charge: 0
F_max: 0.31 eV Å⁻¹

Each line ends with the Löwdin charge.
CARTESIAN COORDINATES (ANGSTROEM)
Al -0.0998 -0.7827 0.7380  -0.20
O 2.7795 -2.9713 -0.1414  -0.24
S 1.9956 -1.8238 -0.4766  0.70
O 0.5359 -2.0276 -0.6733  -0.24
N 1.8918 -0.6532 0.6055  -0.08
C 3.0357 -0.3640 1.3839  -0.20
C 4.2935 -0.3180 0.8433  -0.02
C 5.4234 -0.0119 1.6302  -0.07
C 5.2952 0.2713 2.9568  -0.04
C 4.0112 0.2366 3.5510  -0.15
C 3.8044 0.4998 4.9252  -0.02
C 2.5494 0.4224 5.4477  -0.05
C 1.4861 0.0748 4.5845  -0.12
N 1.6355 -0.1654 3.3119  0.13
C 2.8777 -0.0875 2.7758  -0.14
C 2.6483 -1.1893 -1.9892  -0.28
C 2.3978 0.1237 -2.3600  -0.07
C 2.9044 0.5889 -3.5622  -0.06
C 3.6511 -0.2525 -4.3759  -0.07
C 3.9013 -1.5614 -3.9902  -0.07
C 3.4014 -2.0385 -2.7877  -0.05
H 4.4433 -0.5146 -0.2103  0.11
H 6.3969 0.0040 1.1589  0.11
H 6.1562 0.5127 3.5667  0.11
H 4.6562 0.7524 5.5456  0.12
H 2.3584 0.6030 6.4961  0.10
H 0.4782 -0.0197 4.9784  0.11
H 1.8200 0.7664 -1.7115  0.07
H 2.7171 1.6106 -3.8630  0.11
H 4.0455 0.1166 -5.3135  0.10
H 4.4894 -2.2123 -4.6227  0.11
H 3.5922 -3.0502 -2.4613  0.12
C -2.3981 1.2438 -4.0923  -0.21
Si -3.8577 0.6297 -3.1128  0.51
C -4.9029 -0.4495 -4.2328  -0.18
C -4.8849 2.0755 -2.5186  -0.17
C -3.4055 -0.4218 -1.6080  -0.22
C -4.3467 -1.3322 -1.1471  -0.07
C -4.1072 -2.1726 -0.0599  -0.05
C -2.8838 -2.0835 0.5581  -0.08
N -1.9689 -1.2000 0.1558  0.01
C -2.1952 -0.3708 -0.8878  -0.64
S -0.8605 0.6999 -1.1600  0.80
H -2.7654 1.6244 -5.0487  0.03
H -1.6804 0.4470 -4.2894  0.03
H -1.8659 2.0417 -3.5784  0.00
H -5.1569 0.0927 -5.1451  0.03
H -5.8398 -0.7580 -3.7671  0.02
H -4.3586 -1.3509 -4.5195  0.04
H -5.2414 2.6654 -3.3653  0.03
H -4.3014 2.7334 -1.8725  0.03
H -5.7557 1.7363 -1.9547  0.03
H -5.3041 -1.4068 -1.6509  0.10
H -4.8451 -2.8822 0.2831  0.10
H -2.6005 -2.7054 1.3966  0.12
C -0.2361 3.3070 1.5022  -0.05
N -1.3755 2.6917 2.1651  0.05
C -1.5105 1.3561 2.2294  -0.52
N -2.6337 0.8261 2.7308  0.23
O -0.5777 0.6244 1.8376  0.02
H -0.1073 4.3127 1.8972  0.09
H -0.3737 3.3429 0.4211  0.07
H 0.6554 2.7256 1.7238  0.09
H -2.1786 3.2598 2.3701  0.14
H -3.3308 1.3997 3.1684  0.12
H -2.5815 -0.1646 2.9462  0.09
O 0.2139 -2.9172 3.9687  0.10
N -0.4460 -2.2648 3.2033  -0.49
O -1.4874 -1.6838 3.5296  0.00
O -0.0769 -2.2110 1.9633  0.00

---

4.
This record from the Open Molecules 2025 dataset describes a molecular structure, C18H41IrN2OP3Se in a non-equilibrium geometry. The level of theory is ωB97M-V with the def2-TZVPD basis set.

Values from the calculation:
Gap between HOMO and LUMO (spin up / spin down): 7.69 / 4.97 eV
DFT total energy: -4423.9620 Eh
Net charge: +3
F_max: 3.72 eV Å⁻¹
Expectation value of S²: 6.024
Multiplicity: 5

Each line ends with the Löwdin charge.
CARTESIAN COORDINATES (ANGSTROEM)
Ir 0.3140 -0.8425 0.2281  0.79
P 2.3426 -0.6069 -0.7195  0.60
P -0.1632 1.4384 -0.5262  0.70
P -0.6313 -1.7055 -1.5514  0.58
H 0.4097 -5.1749 2.9642  0.07
C 0.7512 -5.0638 1.9219  -0.02
C 0.8612 -3.9130 1.2341  -0.13
H 0.3216 -2.9912 1.5297  0.00
C 3.7023 -0.1034 0.4014  -0.23
C 2.7888 0.5365 -2.0868  -0.23
C 3.0505 -2.1198 -1.4476  -0.22
C -1.7654 1.7827 0.2540  -0.26
C 0.8114 2.8923 0.0682  -0.23
C -0.3042 2.0027 -2.2839  -0.21
C -0.6653 -3.4759 -1.2300  -0.25
C 0.0298 -1.4477 -3.2206  -0.20
C -2.3991 -1.2167 -1.6521  -0.23
H 1.0656 -6.0194 1.4629  0.08
H 1.4889 -3.9010 0.3222  0.03
H 3.5613 -0.4824 1.4154  0.05
H 3.8439 0.9884 0.3885  0.07
H 4.6230 -0.5427 -0.0037  0.07
H 2.5652 1.5748 -1.8302  0.03
H 2.2993 0.2383 -3.0207  0.05
H 3.8758 0.4584 -2.2291  0.09
H 2.6973 -3.0024 -0.9083  0.03
H 4.1393 -2.0697 -1.3490  0.07
H 2.8182 -2.1964 -2.5159  0.05
H -2.0104 2.8466 0.1507  0.08
H -1.7476 1.5309 1.3225  0.02
H -2.5456 1.1784 -0.2171  0.02
H 0.3626 3.7977 -0.3706  0.07
H 1.8669 2.8616 -0.2339  0.05
H 0.7594 2.9653 1.1621  0.03
H -0.4739 3.0906 -2.3326  0.08
H -1.1262 1.4991 -2.8000  0.04
H 0.6291 1.8016 -2.8225  0.03
H -1.2158 -3.9870 -2.0216  0.07
H -1.1561 -3.6911 -0.2759  0.03
H 0.3440 -3.8942 -1.1863  0.04
H -0.5228 -2.0843 -3.9173  0.08
H 1.0797 -1.7287 -3.3165  0.03
H -0.0988 -0.4158 -3.5582  0.04
H -2.9581 -1.9394 -2.2709  0.07
H -2.5314 -0.2188 -2.1014  0.05
H -2.8266 -1.2420 -0.6401  0.03
C -3.9049 -1.9701 2.3045  -0.52
C -2.7263 -2.6005 2.7773  -0.10
C -2.4316 -3.9168 2.4446  -0.04
C -3.3775 -4.7246 1.8197  0.02
C -4.5697 -4.1223 1.4121  -0.01
C -4.8952 -2.7803 1.7019  -0.04
Se -4.0786 -0.0942 2.6967  1.16
H -4.5102 0.4563 1.4012  -0.08
H -1.9941 -2.0787 3.3895  0.09
H -1.4233 -4.2699 2.6605  0.08
H -3.2147 -5.7623 1.5568  0.14
H -5.2612 -4.7400 0.8442  0.13
H -5.9077 -2.3575 1.5434  0.14
N 1.2259 1.0400 2.4654  0.16
C 0.3829 0.1614 3.0387  -0.55
N -0.0494 0.3227 4.3237  0.21
O -0.0484 -0.8372 2.3393  -0.24
H 1.5655 1.8691 2.9334  0.14
H 1.6758 0.7290 1.5832  0.03
H -0.6505 -0.3750 4.7540  0.13
H 0.3697 1.0085 4.9572  0.15

---

5.
This record from the Open Molecules 2025 dataset describes a gas-phase ion, C4H7O2 (charge +1) in a non-equilibrium geometry. The level of theory is ωB97M-V with the def2-TZVPD basis set.

Values from the calculation:
Gap between HOMO and LUMO (spin up / spin down): 7.79 / 7.79 eV
DFT total energy: -306.6928 Eh
Net charge: +1
F_max: 4.63 eV Å⁻¹

Each line ends with the Löwdin charge.
CARTESIAN COORDINATES (ANGSTROEM)
C 1.4761 0.4586 0.7047  0.21
C 0.4620 0.1802 -2.6607  0.24
C 0.6253 0.1928 -0.3076  -0.37
C -1.1714 -0.4031 1.1129  0.02
O -0.6162 -0.3153 -0.2218  -0.03
O 1.0211 0.3226 -1.5873  0.15
H 2.3988 0.8912 0.4196  0.09
H 1.3706 0.4366 1.7391  0.08
H 0.9837 0.7450 -3.4825  0.17
H -0.4934 -0.3375 -2.7531  0.15
H -2.0886 -0.9855 1.1129  0.12
H -1.4993 0.4881 1.5481  0.09
H -0.2958 -0.7100 1.6379  0.08